Entry i
Entry from the OMol25 dataset: a structure of composition C4H12N2 (ωB97M-V/def2-TZVPD).

Structure (XYZ):
```
18
Properties=species:S:1:pos:R:3
C 0.07084 0.89897 1.26628
N -0.75629 1.82493 0.44615
C -0.29691 -0.59305 1.31468
C -0.48431 -1.17342 -0.10862
C 0.71983 -1.11678 -1.09015
N 0.71514 0.67135 -1.63338
H 1.04822 0.98395 0.74390
H 0.11189 1.16869 2.33507
H -0.25136 2.69183 0.25267
H -0.78859 1.45298 -0.44601
H 0.41239 -1.28843 1.69073
H -1.20213 -0.65842 1.94971
H -0.84260 -2.19403 0.08176
H -1.32948 -0.60175 -0.52182
H 1.67250 -1.00911 -0.59295
H 0.40454 -0.39253 -2.05647
H 0.14675 1.40337 -2.02393
H 0.64958 -2.06854 -1.60762
```

Its spin multiplicity is 2. As for the HOMO energy (alpha / beta): -14.51 / -13.60 eV. The LUMO energy (alpha / beta) is -6.5 / -8.0 eV. As for the expectation value of S²: 0.761. As for the total charge: +1.



Entry ii
Entry from the OMol25 dataset: the ion C4H12N2 with charge +1 (ωB97M-V/def2-TZVPD).

Structure (XYZ):
```
18
Properties=species:S:1:pos:R:3
N -2.27609 1.32523 -1.05436
C -2.09159 -0.08702 -0.70470
C -1.09594 -0.18388 0.43539
N 0.29929 -0.34864 0.02161
C 1.39350 -0.10183 0.91561
C 2.81821 -0.52359 0.38505
H -3.08142 1.47067 -1.63988
H -1.55585 1.56120 -1.73591
H -2.99043 -0.62423 -0.43099
H -1.63030 -0.59182 -1.56735
H -1.24483 -1.12294 1.00793
H -1.07032 0.63008 1.17345
H 0.46187 0.30682 -0.75713
H 1.26688 -0.63697 1.85749
H 1.42992 0.96110 1.20757
H 2.74093 -0.85501 -0.64865
H 3.59275 0.21630 0.53750
H 3.03341 -1.39547 0.99736
```

Its spin multiplicity is 2. As for the HOMO energy (alpha / beta): -13.97 / -13.92 eV. The LUMO energy (alpha / beta) is -3.1 / -8.1 eV. As for the expectation value of S²: 0.754. As for the total charge: +1.



Which of them is the least stable? Correct choice: entry i.



Entry i
Entry from the OMol25 dataset: an isolated molecule of C3H9N3O3 (ωB97M-V/def2-TZVPD).

Structure (XYZ):
```
18
Properties=species:S:1:pos:R:3
C -0.30201 0.40240 1.50104
N -0.29780 0.23730 0.00267
C 0.47899 -0.87047 -0.48306
C 1.99620 -0.51494 -0.61809
O 2.34124 0.65076 -0.00319
N -1.61008 0.35514 -0.53619
O -2.06855 1.64148 -0.54960
N -2.60614 -0.39823 -0.21717
O -2.29405 -1.53180 0.15029
H 0.80100 0.28537 1.81965
H -0.61831 -0.39801 1.96349
H -0.75184 1.54342 1.72397
H 0.25286 -1.87400 0.17330
H 0.19215 -1.09072 -1.52689
H 2.50814 -1.43075 -0.22719
H 2.15956 -0.43797 -1.58993
H 1.64422 1.44024 -0.03026
H -1.82557 1.99077 -1.55283
```

As for the HOMO energy: -9.15 eV. The LUMO energy is 0.3 eV. As for the total charge: 0.



Entry ii
Entry from the OMol25 dataset: a structure of composition C3H9N3O3 (ωB97M-V/def2-TZVPD).

Structure (XYZ):
```
18
Properties=species:S:1:pos:R:3
C -1.60327 1.36895 -0.14299
C 0.56246 0.23728 0.04848
N 1.78362 0.66896 -0.57795
N 0.53558 0.68525 1.41671
N -0.56322 0.59113 -0.75511
H 2.23480 -0.08678 -1.08407
H 0.02812 0.06358 2.03181
H 1.60837 1.41341 -1.24202
H 1.48047 0.80446 1.75444
H -1.92106 0.98117 0.82679
H -2.44643 1.43008 -0.82689
H -1.17082 2.36604 -0.00219
C 0.36901 -1.41909 -0.09718
O -1.21987 -1.01983 -0.91079
O -0.01280 -1.93800 1.11484
O 1.07270 -2.05434 -0.86347
H 0.29604 -2.85501 1.14628
H -1.03367 -1.23726 -1.83670
```

As for the HOMO energy: -8.97 eV. The LUMO energy is 0.1 eV. As for the total charge: 0.



Which of them is the least stable? Correct choice: entry i.



Entry i
Entry from the OMol25 dataset: a structure of composition C27H30F9HfO6 (ωB97M-V/def2-TZVPD).

Structure (XYZ):
```
73
Properties=species:S:1:pos:R:3
C -0.49187 0.56407 -6.06252
C -0.80172 1.64051 -5.00658
C 0.85708 -0.13164 -5.62720
C 1.41325 0.72778 -4.46147
H 1.50862 -0.15153 -6.50435
H 0.63567 -1.15890 -5.30172
C 0.12030 1.32076 -3.83500
H -1.85560 1.58371 -4.70420
H -0.55681 2.64442 -5.40232
C -0.52489 0.21628 -2.98278
H 0.32324 2.20657 -3.21165
H 2.01255 1.55697 -4.88102
C 2.18819 0.08255 -3.38088
C -1.58636 -0.48192 -6.22716
C -0.49874 1.04507 -7.52200
O 0.41719 0.77567 -8.27698
O -2.53499 -0.64209 -5.46785
O -1.44143 -1.17476 -7.37217
O -1.56858 1.74001 -7.98881
C -2.73412 2.15564 -7.21527
H -2.46052 2.87321 -6.42612
H -3.27404 1.29034 -6.79104
H -3.36010 2.65572 -7.96467
C -2.49035 -2.11709 -7.66261
H -2.71046 -2.75195 -6.79645
H -2.11638 -2.70432 -8.50374
H -3.40444 -1.57932 -7.95765
O 0.08870 0.16584 -1.70665
H -0.42908 -0.76841 -3.47735
H -1.62080 0.36886 -2.88379
C 2.94563 0.93784 -2.44632
C 2.33373 -1.36476 -3.26004
H 2.09287 -1.92312 -4.17282
H 1.68687 -1.74108 -2.44692
H 3.37324 -1.58834 -2.97427
H 2.94519 0.51099 -1.42482
H 2.56028 1.96443 -2.38701
H 4.00282 0.99906 -2.76587
Hf -0.50029 -0.00759 0.18434
C -0.36690 2.16403 1.10979
C -0.32676 2.55045 -0.26404
C -1.60379 2.29538 -0.82930
H 0.52891 3.04035 -0.74202
C -2.42219 1.68135 0.15697
C -1.67678 1.61594 1.37640
H -2.06844 1.40561 2.36404
H 0.36830 2.45169 1.83625
H -1.92901 2.61779 -1.82109
H -3.48121 1.45080 0.04386
C -0.63465 -2.58260 0.16876
C -1.31019 -2.13912 1.33420
C -2.37376 -1.27144 0.94866
H -1.13096 -2.51578 2.33181
C -2.41886 -1.25955 -0.48666
C -1.32847 -2.05654 -0.96342
H -1.14081 -2.35443 -1.99455
H 0.23074 -3.23493 0.14840
H -3.11782 -0.86328 1.62609
H -3.23320 -0.87155 -1.10031
F 1.84246 -2.53158 2.47969
C 2.27357 -1.38820 3.06785
F 2.71555 -1.69476 4.31449
F 3.31378 -0.92256 2.33866
C 1.13739 -0.34015 3.07455
O 0.62020 -0.25190 1.76715
C 0.05721 -0.75140 4.11813
F 0.37407 -0.35808 5.37589
F -1.13590 -0.17167 3.78580
F -0.14787 -2.09988 4.15256
C 1.70573 1.02877 3.53789
F 2.49913 0.94158 4.63052
F 2.41059 1.61093 2.53809
F 0.67784 1.87594 3.85004
```

As for the HOMO energy (alpha / beta): -0.34 / -0.35 eV. The LUMO energy (alpha / beta) is 2.5 / 2.5 eV. As for the total charge: -1.



Entry ii
Entry from the OMol25 dataset: a structure of composition C27H30F9HfO6 (ωB97M-V/def2-TZVPD).

Structure (XYZ):
```
73
Properties=species:S:1:pos:R:3
C -0.21700 -0.04428 -6.00543
C -0.77753 -1.03757 -4.95697
C -0.38736 1.39831 -5.43557
C -1.43857 1.25000 -4.32303
H -0.72464 2.04975 -6.25109
H 0.57498 1.75846 -5.04223
C -1.16342 -0.18490 -3.75306
H -0.00856 -1.78145 -4.71293
H -1.67565 -1.53803 -5.34060
C 0.03009 -0.10229 -2.79416
H -2.04706 -0.57587 -3.21854
H -2.42630 1.18009 -4.80671
C -1.54849 2.25548 -3.26028
C 1.23383 -0.26178 -6.37886
C -0.79407 -0.17452 -7.42291
O -1.38507 0.75146 -7.94684
O 2.02165 -1.03058 -5.84859
O 1.53889 0.47246 -7.46839
O -0.54698 -1.29471 -8.15141
C -0.14265 -2.58753 -7.63124
H -0.52429 -2.78769 -6.61665
H 0.95306 -2.67884 -7.65590
H -0.58186 -3.29285 -8.33834
C 2.87396 0.26990 -7.93864
H 3.60154 0.50101 -7.14609
H 2.97847 0.95369 -8.78086
H 3.00868 -0.77083 -8.26778
O -0.38991 0.38954 -1.54020
H 0.83334 0.53944 -3.19811
H 0.49396 -1.10775 -2.71492
C -2.86946 2.35822 -2.62489
C -0.48598 3.21335 -2.94991
H 0.08184 3.54398 -3.83230
H 0.23497 2.79724 -2.22516
H -0.92364 4.10994 -2.48633
H -2.79895 2.58870 -1.55215
H -3.42496 1.41530 -2.74952
H -3.48391 3.15507 -3.08906
Hf 0.22710 -0.29104 0.22845
C -1.69192 -1.69472 0.96752
C -2.12210 -1.77267 -0.38974
C -1.11272 -2.42284 -1.13716
H -3.09440 -1.44276 -0.76080
C -0.02546 -2.73142 -0.26049
C -0.40445 -2.33634 1.07049
H 0.06953 -2.65796 1.99276
H -2.32246 -1.41183 1.79732
H -1.19805 -2.73709 -2.17777
H 0.82677 -3.36341 -0.51820
C 2.49510 1.10100 0.15184
C 2.43429 0.10560 1.17488
C 2.35687 -1.18459 0.54432
H 2.64522 0.28254 2.21747
C 2.35100 -0.96482 -0.87137
C 2.46432 0.44618 -1.10308
H 2.59443 0.92908 -2.07523
H 2.64949 2.16776 0.31995
H 2.48402 -2.14121 1.05004
H 2.40201 -1.73543 -1.64315
F 0.89135 2.65960 3.05470
C -0.15148 2.10145 3.72205
F 0.01760 2.33444 5.05241
F -1.27252 2.73798 3.31091
C -0.24286 0.60265 3.37922
O -0.15032 0.46744 1.97838
C 0.90196 -0.14270 4.12257
F 0.59358 -0.46469 5.39977
F 1.18910 -1.30961 3.46560
F 2.06057 0.57968 4.15251
C -1.57731 0.01882 3.90609
F -1.91340 0.47745 5.13496
F -2.59040 0.32238 3.05305
F -1.50756 -1.34555 3.98060
```

As for the HOMO energy (alpha / beta): -0.24 / -0.25 eV. The LUMO energy (alpha / beta) is 2.5 / 2.5 eV. As for the total charge: -1.



Which of them is the least stable? Correct choice: entry ii.